The following is a quantum chemistry calculation of a single C5H11NO molecule, from the Open Molecules 2025 dataset.

The molecular weight is 101.15 g/mol. The LUMO energy (alpha / beta) comes out at -0.97 / -0.97 eV. As for the HOMO-LUMO gap (alpha / beta): 6.91 / 6.91 eV. Its highest occupied orbital energy (alpha / beta) is -0.290 / -0.290 hartree. The value obtained for the energy above the lowest of the compared OMol25 structures with the same formula, charge and spin is 409.9 kJ/mol.

Element x y z (Å)
C1 -1.58 -0.38 -1.73
N1 -0.48 -1.09 -1.08
C2 -0.42 -0.80 0.37
O1 -1.53 -0.55 1.02
C3 0.61 0.24 0.66
C4 1.45 0.86 -0.38
C5 0.73 0.66 2.06
H1 -2.55 -0.56 -1.24
H2 -1.63 -0.68 -2.78
H3 -1.39 0.70 -1.70
H4 -0.64 -2.09 -1.19
H5 0.23 -1.67 0.77
H6 1.93 1.79 -0.05
H7 0.88 0.99 -1.30
H8 2.23 0.13 -0.64
H9 1.76 0.92 2.33
H10 0.13 1.58 2.14
H11 0.26 -0.06 2.73